1.
{
  "formula": "C15H16N4O7S",
  "method": "ωB97M-V with the def2-TZVPD basis set",
  "elements": ["H", "C", "H", "C", "H", "H", "H", "N", "H", "O", "O", "H", "S", "H", "C", "O", "H", "N", "H", "O", "C", "C", "C", "N", "H", "C", "C", "C", "C", "C", "C", "H", "H", "C", "O", "H", "C", "N", "H", "H", "C", "O", "O"],
  "coordinates": [[-3.420, 1.064, -0.057], [4.089, 0.622, 0.228], [-3.612, -0.398, -0.966], [-4.135, -2.243, 4.673], [-4.540, -2.810, 5.500], [-3.278, 2.238, -5.117], [-2.675, -3.752, 3.850], [5.620, 1.971, -1.077], [-3.797, -0.297, 0.827], [-2.007, -1.763, 3.449], [3.685, 2.721, -0.573], [-4.659, -2.175, 3.771], [0.166, -1.213, 1.520], [6.996, -0.891, -0.366], [-0.658, 0.976, -1.802], [5.201, -1.249, 1.219], [5.866, 2.886, -1.400], [6.486, -0.087, -0.173], [-2.745, 0.475, -5.309], [7.528, 1.150, -1.742], [-1.550, 1.616, -3.889], [4.468, 1.852, -0.379], [-2.335, -1.871, 2.173], [1.688, 0.457, 0.000], [1.663, 1.344, -0.591], [6.561, 0.987, -1.075], [-1.506, -1.117, 1.308], [5.297, -0.240, 0.462], [-2.887, 1.367, -4.610], [-0.702, 0.307, -0.394], [-1.866, -0.292, 0.287], [-3.693, 1.243, -3.902], [-2.007, -2.713, 5.153], [0.442, -0.104, 0.300], [-3.025, -2.806, 1.740], [-0.782, 1.463, -4.660], [-2.670, -2.728, 4.285], [2.918, 0.052, 0.534], [-1.516, 2.581, -3.499], [-4.030, -1.260, 5.004], [-3.225, 0.012, -0.028], [-1.485, 0.702, -2.836], [0.133, 1.922, -1.841]],
  "forces_ev_per_angstrom": [[0.18, 0.89, -0.27], [-0.12, -2.25, 1.02], [0.13, -0.21, 0.26], [3.05, -1.03, -0.12], [-0.34, -0.46, -0.29], [0.62, 0.30, -0.76], [0.06, 0.92, 0.01], [0.52, -1.82, 1.63], [-0.84, -0.54, 0.00], [-0.75, 0.03, 0.21], [-2.91, 2.89, 0.61], [-1.42, -0.50, -1.08], [1.21, -0.22, 1.18], [1.24, -1.49, -0.18], [1.00, 2.38, 1.89], [0.17, 2.54, -1.86], [0.15, 0.20, -0.42], [-2.56, 4.00, -1.20], [-0.71, 1.26, 0.96], [1.91, -0.31, -1.51], [-1.09, -0.48, -2.29], [-1.73, 0.33, -2.31], [-1.02, -4.28, -0.60], [3.61, 1.52, 0.09], [-0.10, -1.34, 0.95], [1.94, 0.08, 0.40], [0.42, 2.09, -1.53], [-1.85, -5.52, 4.47], [0.47, -0.98, -0.37], [-1.36, -2.09, -0.65], [2.80, 0.03, -1.01], [-0.09, -0.81, 0.46], [-0.33, -0.22, 0.11], [0.73, 1.61, -1.72], [0.15, 2.07, 0.75], [0.31, 0.08, 0.70], [-0.83, -0.27, 1.53], [-1.21, 0.83, -1.93], [0.33, 1.75, 0.56], [0.22, 1.74, 0.76], [-2.05, 0.27, -0.29], [0.59, -1.88, 2.65], [-0.49, -1.10, -0.82]],
  "smiles": "CCOC(=O)c1sc(NN=C2C(=O)NC(=O)NC2=O)c(C(=O)OCC)c1C",
  "total_charge": 0
}

2.
{
  "formula": "C15H16N8SV",
  "method": "ωB97M-V with the def2-TZVPD basis set",
  "elements": ["N", "C", "S", "C", "C", "H", "C", "H", "C", "N", "C", "C", "H", "C", "H", "N", "C", "N", "C", "H", "V", "N", "H", "C", "N", "H", "C", "H", "H", "N", "C", "C", "H", "H", "H", "H", "H", "C", "N", "H", "H"],
  "coordinates": [[-1.242, 1.058, -0.007], [-0.308, 5.163, -0.581], [0.303, -1.952, -0.824], [-1.417, -2.071, 2.116], [-3.616, -2.664, 1.399], [1.299, 8.002, 0.324], [1.610, 2.534, 1.997], [-4.463, -3.337, 1.439], [-2.493, -2.898, 2.217], [2.447, -3.267, -1.613], [-0.042, 2.860, 0.366], [-2.532, -0.723, 0.536], [3.857, -1.417, -0.701], [1.028, 6.955, 0.316], [-3.258, 1.011, -0.648], [2.422, -0.137, 0.078], [-2.432, 0.505, -0.168], [2.879, -1.354, -0.451], [0.051, 6.496, -0.569], [1.798, -3.938, -1.994], [0.174, -0.026, 0.633], [1.900, 3.818, 2.028], [-2.466, -3.732, 2.903], [1.653, 6.085, 1.187], [-1.408, -0.986, 1.290], [-1.070, 4.792, -1.252], [1.290, 4.747, 1.161], [-4.482, -1.384, -0.083], [-0.517, -2.257, 2.688], [-1.041, 2.395, -0.289], [-3.632, -1.589, 0.554], [0.316, 4.271, 0.291], [3.431, -3.476, -1.686], [2.153, 1.904, 2.693], [-0.430, 7.188, -1.247], [2.590, 4.148, 2.688], [2.410, 6.440, 1.876], [1.977, -2.206, -0.985], [0.708, 1.992, 1.209], [2.549, 0.602, -0.615], [2.996, 0.096, 0.885]],
  "forces_ev_per_angstrom": [[-0.22, 0.36, -0.30], [-0.03, 0.02, -0.06], [0.06, 0.00, -0.14], [-0.03, 0.22, -0.16], [-0.04, -0.09, 0.03], [0.00, -0.01, 0.00], [-0.17, -0.12, 0.01], [0.02, 0.00, 0.01], [-0.11, -0.04, 0.01], [-0.05, -0.12, -0.06], [0.00, 0.03, 0.09], [0.20, 0.16, 0.12], [-0.01, 0.03, -0.02], [-0.02, 0.02, -0.03], [0.06, 0.04, -0.08], [-0.04, 0.16, 0.11], [-0.05, 0.08, 0.21], [-0.06, -0.02, -0.04], [-0.01, -0.02, 0.00], [0.01, 0.00, -0.01], [1.34, -0.30, 0.34], [0.02, 0.17, -0.02], [-0.01, 0.00, -0.01], [0.08, 0.06, 0.04], [-0.71, -0.51, 0.22], [0.01, 0.02, 0.01], [0.07, -0.03, 0.09], [0.01, 0.01, 0.01], [0.06, 0.03, -0.02], [-0.34, -0.13, -0.18], [-0.10, 0.03, 0.04], [0.03, -0.12, 0.05], [0.00, 0.01, -0.02], [0.01, -0.03, -0.01], [0.01, -0.01, 0.03], [-0.02, 0.01, 0.01], [-0.03, -0.02, -0.02], [0.06, 0.08, 0.07], [-0.10, 0.03, -0.36], [0.02, 0.05, 0.05], [0.06, -0.04, -0.04]],
  "s_squared": 1.19,
  "spin_multiplicity": 2,
  "total_charge": 2
}

3.
{
  "formula": "C15H17AuCl2N2O3",
  "method": "ωB97M-V with the def2-TZVPD basis set",
  "elements": ["H", "Cl", "C", "N", "Cl", "H", "H", "C", "O", "C", "C", "O", "H", "C", "C", "C", "H", "C", "Au", "H", "N", "C", "C", "O", "C", "H", "H", "C", "H", "C", "H", "H", "H", "H", "H", "C", "H", "H", "C", "H"],
  "coordinates": [[-2.684, -1.117, -2.678], [3.611, -1.762, 0.282], [-1.619, 4.031, 0.088], [-0.264, 2.035, 0.583], [1.107, -6.497, 0.891], [-1.693, 5.055, 0.450], [2.525, 2.035, 3.485], [-0.684, 3.245, 0.942], [-0.338, 0.079, -3.953], [-2.502, -0.198, -3.245], [-1.599, -2.145, 0.670], [-1.925, -0.992, 0.458], [1.305, 0.926, -2.989], [-0.125, 3.574, 2.183], [-0.267, -2.729, 0.590], [0.656, 2.488, 2.546], [-3.206, 0.538, -2.860], [0.906, -1.934, 0.415], [-0.603, 0.853, -1.144], [-2.616, 3.589, 0.100], [0.546, 1.594, 1.559], [2.137, -2.667, 0.442], [1.017, -4.765, 0.725], [0.893, -0.671, 0.257], [1.488, 2.237, 3.756], [-1.103, -4.689, 0.886], [-2.381, -2.879, 0.960], [-1.111, 0.214, -2.926], [1.483, -0.774, -3.506], [-0.190, -4.121, 0.747], [0.917, 0.641, 1.413], [-2.654, -0.381, -4.309], [1.467, 3.107, 4.408], [1.114, 1.380, 4.317], [-1.275, 4.046, -0.946], [1.092, 0.204, -3.774], [-0.271, 4.481, 2.745], [3.156, -4.530, 0.582], [2.197, -4.029, 0.579], [1.492, 0.526, -4.730]],
  "forces_ev_per_angstrom": [[0.00, 0.01, 0.01], [0.01, 0.01, -0.01], [0.00, -0.02, 0.00], [-0.02, 0.06, -0.07], [0.01, -0.01, 0.01], [0.00, 0.00, -0.01], [0.00, 0.00, 0.00], [0.03, -0.04, 0.00], [0.02, -0.27, 0.12], [0.00, 0.02, -0.09], [-0.01, 0.05, -0.10], [-0.09, -0.09, 0.08], [-0.02, 0.01, 0.01], [0.00, 0.00, 0.01], [0.03, -0.04, 0.08], [0.01, 0.00, 0.05], [0.00, 0.01, 0.01], [-0.09, 0.14, -0.06], [-0.05, 0.10, 0.09], [0.00, 0.01, 0.00], [-0.02, -0.24, -0.15], [0.00, -0.04, -0.05], [0.02, 0.01, -0.01], [0.20, 0.00, 0.17], [0.00, -0.01, -0.01], [0.00, 0.00, 0.00], [0.00, 0.00, -0.03], [0.00, 0.10, -0.07], [-0.01, 0.01, 0.03], [-0.01, 0.01, 0.01], [0.01, 0.11, 0.03], [-0.01, 0.00, 0.01], [0.00, 0.00, 0.00], [0.00, 0.00, 0.00], [0.00, 0.00, 0.00], [0.04, 0.11, -0.07], [0.01, -0.01, -0.01], [0.00, 0.00, 0.00], [-0.02, 0.01, 0.02], [-0.02, 0.00, -0.02]],
  "total_charge": 0
}

4.
{
  "formula": "C15H17BN4O4PbS4",
  "method": "ωB97M-V with the def2-TZVPD basis set",
  "elements": ["S", "N", "H", "H", "C", "H", "H", "C", "H", "O", "C", "O", "C", "Pb", "H", "H", "O", "C", "C", "H", "S", "N", "H", "H", "H", "C", "C", "B", "H", "C", "S", "S", "C", "H", "H", "N", "N", "O", "C", "H", "C", "H", "C", "H", "C", "C"],
  "coordinates": [[2.263, 3.363, -2.130], [0.502, -2.103, 1.676], [-0.575, -2.592, 3.448], [3.252, 3.805, 1.610], [2.311, 3.263, 1.655], [-1.584, -2.146, -1.708], [4.415, -0.840, 1.904], [-2.056, 0.383, -1.203], [1.746, 3.431, 0.740], [3.038, 4.342, -2.826], [-4.007, -0.130, -2.542], [2.973, 2.449, -1.263], [3.700, -0.040, 1.905], [0.150, 0.950, -1.002], [1.716, -1.885, 3.535], [-2.528, -3.328, 1.626], [1.791, 2.365, -3.451], [0.955, 1.383, -3.257], [-4.737, -0.403, -1.394], [2.725, -2.488, 1.909], [1.189, -1.613, -0.936], [2.620, 1.854, 1.806], [-2.118, 0.461, -3.353], [-2.348, 0.193, 0.923], [-4.473, -0.223, -3.516], [-1.681, -2.984, -1.022], [0.207, -2.148, 0.367], [1.869, -1.755, 2.340], [-4.705, -0.469, 0.751], [-2.677, 0.266, -2.448], [0.485, 0.382, -4.443], [0.009, 1.155, 1.912], [-2.804, 0.118, -0.058], [-1.223, -3.867, -1.468], [-5.773, -0.713, -1.469], [-1.033, -2.667, 0.237], [2.355, -0.296, 2.024], [0.992, 3.802, -1.585], [3.872, 1.295, 1.766], [4.751, 1.888, 1.600], [-1.541, -2.927, 1.489], [-2.734, -3.165, -0.823], [1.705, 0.870, 1.942], [1.724, 3.601, 2.509], [-0.584, -2.564, 2.375], [-4.136, -0.272, -0.151]],
  "forces_ev_per_angstrom": [[-0.03, 0.11, 0.26], [-0.05, 0.06, -0.07], [-0.02, 0.00, 0.04], [-0.02, 0.02, -0.05], [-0.05, 0.00, 0.04], [0.02, -0.01, 0.00], [0.04, -0.03, 0.01], [-0.03, 0.03, -0.06], [0.02, 0.02, 0.02], [0.00, -0.01, 0.00], [0.01, 0.03, -0.05], [0.09, 0.00, -0.13], [0.09, 0.17, -0.04], [0.25, -0.03, 0.09], [-0.04, 0.02, -0.01], [-0.03, 0.00, 0.02], [0.00, -0.02, -0.03], [0.09, 0.10, -0.06], [-0.04, -0.02, -0.02], [0.00, -0.05, 0.01], [-0.02, 0.02, -0.07], [-0.01, 0.07, -0.10], [0.01, 0.01, -0.03], [0.02, 0.01, 0.00], [0.00, -0.01, -0.01], [0.00, 0.06, 0.02], [0.17, 0.09, 0.02], [-0.03, 0.11, 0.03], [0.01, -0.01, 0.00], [-0.09, -0.02, 0.07], [-0.09, -0.17, -0.03], [-0.04, -0.08, 0.10], [-0.04, -0.04, -0.02], [-0.01, 0.00, 0.00], [-0.01, 0.01, 0.00], [-0.07, 0.00, -0.06], [0.12, -0.18, -0.04], [-0.02, -0.03, -0.07], [0.07, -0.16, 0.03], [0.05, 0.02, 0.00], [0.04, -0.02, 0.14], [-0.03, 0.00, -0.02], [-0.27, 0.06, 0.06], [0.02, -0.01, -0.02], [-0.07, -0.12, -0.04], [0.00, 0.00, 0.06]],
  "s_squared": 0.76,
  "spin_multiplicity": 2,
  "total_charge": -1
}

5.
{
  "formula": "C15H17BrIMoN4S2",
  "method": "ωB97M-V with the def2-TZVPD basis set",
  "elements": ["H", "N", "H", "C", "C", "C", "H", "H", "C", "H", "C", "N", "C", "H", "H", "Br", "C", "Mo", "C", "H", "H", "C", "N", "C", "S", "H", "H", "S", "H", "H", "H", "C", "H", "N", "C", "C", "C", "H", "C", "H", "I"],
  "coordinates": [[0.683, 3.847, 0.731], [-2.444, 3.621, -2.774], [3.192, -5.380, -2.000], [2.260, 0.994, 3.383], [3.722, -3.373, -2.539], [1.743, -0.274, 3.177], [-3.496, 1.789, 1.215], [-3.175, 3.267, -3.371], [-1.829, 2.866, -1.881], [-3.806, 0.865, 2.720], [1.629, -4.004, -1.520], [-0.905, 3.352, -1.098], [1.850, 2.043, 2.561], [3.995, -1.289, -2.983], [-2.191, 4.597, -2.859], [-0.517, -2.308, -0.908], [2.882, -4.344, -2.020], [-0.696, 0.323, -0.438], [0.837, -0.477, 2.149], [0.969, -4.763, -1.120], [2.968, 1.174, 4.182], [0.426, 2.795, 0.655], [0.454, 0.525, 1.336], [-3.060, 1.147, 1.978], [-2.390, 1.172, -1.724], [4.694, -3.646, -2.929], [0.394, -1.447, 1.971], [-2.445, -0.380, 1.232], [2.028, -1.106, 3.806], [-4.572, -1.417, 1.125], [-2.228, 1.638, 2.478], [0.951, 1.778, 1.554], [2.215, 3.050, 2.711], [-0.405, 2.403, -0.252], [1.254, -2.676, -1.562], [-3.913, -0.991, 0.370], [2.083, -1.697, -2.080], [-4.407, -0.175, -0.154], [3.331, -2.038, -2.572], [-3.618, -1.773, -0.327], [1.537, 0.314, -2.222]],
  "forces_ev_per_angstrom": [[0.03, -0.01, 0.03], [0.06, -0.09, 0.03], [0.00, 0.00, 0.00], [0.03, 0.06, 0.01], [0.03, 0.07, -0.02], [-0.02, -0.04, 0.02], [0.00, 0.01, 0.01], [-0.01, 0.00, -0.02], [-0.09, 0.30, -0.08], [-0.01, 0.01, -0.01], [0.09, 0.02, -0.05], [0.00, -0.46, 0.07], [0.05, 0.02, 0.12], [0.00, 0.00, 0.00], [0.00, 0.01, -0.01], [-0.12, 0.24, 0.11], [-0.04, -0.04, 0.03], [-0.17, -0.19, -0.56], [-0.10, 0.12, -0.04], [0.00, 0.00, 0.00], [-0.01, 0.00, 0.00], [0.08, -0.07, 0.16], [0.28, 0.05, 0.19], [-0.03, -0.02, 0.00], [0.15, -0.08, 0.16], [0.00, 0.00, 0.00], [0.04, -0.02, -0.02], [0.11, 0.01, -0.10], [0.00, 0.00, -0.01], [-0.01, 0.01, 0.01], [0.00, -0.01, 0.01], [-0.18, 0.06, -0.20], [0.01, -0.01, 0.00], [0.00, 0.17, -0.08], [0.05, -0.11, -0.07], [-0.01, 0.04, 0.03], [0.02, -0.04, -0.03], [-0.01, -0.01, -0.01], [0.01, -0.13, 0.01], [0.01, -0.02, 0.02], [-0.24, 0.15, 0.27]],
  "s_squared": 2.07,
  "spin_multiplicity": 3,
  "total_charge": 3
}

6.
{
  "formula": "C15H17Cl2NO",
  "method": "ωB97M-V with the def2-TZVPD basis set",
  "elements": ["N", "Cl", "C", "H", "C", "C", "C", "H", "H", "H", "H", "H", "C", "H", "C", "H", "H", "C", "H", "C", "C", "H", "H", "C", "C", "H", "C", "H", "C", "H", "C", "H", "Cl", "C", "H", "O"],
  "coordinates": [[0.461, -1.880, -0.608], [-1.096, 5.952, 1.430], [1.776, -2.561, -0.436], [1.013, 0.159, -0.772], [-1.187, 4.241, 0.880], [-1.074, 0.051, -0.184], [-0.007, -2.109, -2.006], [-0.122, 4.598, -0.948], [0.638, -1.570, -2.708], [-1.842, -1.722, -3.134], [-2.361, 1.229, 1.954], [1.496, -3.111, 1.637], [-1.452, -1.672, -2.110], [3.203, -2.967, 1.211], [-1.153, 1.541, 0.147], [2.527, -0.998, 2.562], [0.186, -0.911, 1.978], [-1.819, 1.931, 1.324], [-2.033, -2.348, -1.490], [0.371, -0.472, -0.128], [2.222, -1.105, 1.510], [3.010, -0.611, 0.932], [2.579, -2.093, -1.071], [-0.517, 2.493, -0.642], [-1.813, 3.283, 1.707], [-1.724, -0.476, 0.512], [2.200, -2.543, 1.042], [1.641, -3.609, -0.720], [0.914, -0.409, 1.318], [-0.005, 2.201, -1.552], [-1.626, -0.263, -1.588], [0.059, -3.167, -2.265], [-2.702, 3.861, 3.128], [-0.574, 3.848, -0.303], [0.995, 0.626, 1.661], [-2.186, 0.583, -2.268]],
  "forces_ev_per_angstrom": [[0.06, -0.84, -0.47], [-0.09, -1.34, -0.73], [-0.17, 0.53, 0.60], [-0.15, 0.14, 0.05], [-0.07, 0.36, 0.87], [-0.04, 0.52, -1.09], [0.33, 0.58, 1.09], [-0.04, -0.15, 0.21], [-0.01, 0.17, -0.21], [0.14, 0.11, 0.23], [0.20, 0.01, -0.18], [-0.27, -0.27, 0.07], [-0.07, 0.27, -0.12], [-0.35, -0.09, -0.35], [-0.04, -0.54, 0.69], [-0.07, -0.23, -0.20], [-0.04, 0.20, -0.21], [0.17, 0.98, -0.17], [-0.22, -0.11, 0.21], [0.90, -1.06, 0.34], [1.03, 0.23, 0.20], [0.00, 0.23, -0.02], [-0.52, -0.32, 0.34], [-0.37, 0.48, 0.14], [-0.25, 0.48, -0.40], [0.19, -0.36, 0.19], [0.31, 0.36, -0.21], [0.02, 0.24, -0.32], [-0.89, -0.03, -0.11], [-0.11, 0.01, 0.08], [-0.87, 0.95, -0.72], [0.16, 0.00, 0.26], [0.54, -0.72, -0.69], [0.16, -0.12, 0.15], [-0.15, 0.03, -0.18], [0.56, -0.68, 0.67]],
  "smiles": "O=C1CCN2CCCC[C@@H]2[C@H]1c1ccc(Cl)c(Cl)c1",
  "total_charge": 0
}

Relative energy (zero: lowest compared OMol25 entry of this formula, charge and spin) in kcal/mol, matching the order above: 60.9 19.2 7.1 0.0 0.0 0.0
Calculated total energy in eV, matching the order above: -46940.3383 -64244.7999 -53689.6609 -79249.9164 -123433.6766 -44413.6603